Entry 1:
Computed, not measured: a 5-piece molecular cluster, C32H63ClFNO13PS6 overall, with ωB97M-V/def2-TZVPD.

Each line ends with the Löwdin charge.
Element x y z (Å)
C 1.956 0.579 0.530  0.04
C 1.059 0.242 -0.515  -0.19
C 0.271 1.413 -1.285  -0.22
C -1.280 1.311 -0.886  -0.49
S -1.563 0.082 0.504  0.91
O -2.221 1.010 -1.914  -0.16
C -1.817 1.200 -3.263  -0.31
C -3.053 1.710 -4.177  -0.15
C -4.454 1.617 -3.429  -0.17
C -4.869 0.064 -3.324  -0.18
C -5.245 -0.212 -1.797  -0.21
S -5.046 -1.977 -1.296  0.73
O -5.837 -2.786 -2.286  -0.32
O -5.593 -2.080 0.107  -0.35
O -3.450 -2.463 -1.228  -0.20
C -0.470 2.037 -3.516  -0.44
C -0.522 3.580 -3.217  -0.15
C -1.763 4.184 -2.448  -0.19
C -1.298 4.993 -1.121  -0.22
C -2.540 4.948 -0.110  -0.11
P -0.155 1.673 -5.389  0.71
O 0.759 0.212 -5.465  -0.33
Cl 1.066 3.127 -6.268  0.26
N 0.589 1.261 -2.738  -0.07
C 2.006 1.663 -2.999  -0.09
C 2.977 0.402 -3.263  -0.13
F 3.569 0.442 -4.549  -0.07
H 2.975 0.117 0.635  0.07
H 1.606 1.391 1.242  0.10
H 0.902 -0.856 -0.733  0.12
H 0.671 2.371 -0.814  0.15
H -1.579 2.312 -0.420  0.10
H -1.487 -1.199 -0.010  -0.08
H -1.586 0.153 -3.687  0.15
H -3.091 1.049 -5.107  0.12
H -2.795 2.748 -4.543  0.10
H -4.408 2.136 -2.423  0.10
H -5.266 2.160 -4.020  0.13
H -3.939 -0.546 -3.575  0.11
H -5.674 -0.232 -4.060  0.13
H -4.573 0.423 -1.128  0.10
H -6.313 0.106 -1.618  0.13
H -3.220 -2.460 -0.271  0.06
H 0.408 3.845 -2.603  0.12
H -0.398 4.196 -4.171  0.10
H -2.256 4.973 -3.109  0.13
H -2.578 3.488 -2.114  0.09
H -0.399 4.508 -0.638  0.09
H -1.123 6.070 -1.409  0.12
H -3.470 5.135 -0.735  0.08
H -2.680 3.934 0.375  0.07
H -2.453 5.748 0.689  0.08
H 0.426 -0.240 -6.264  0.06
H 0.455 0.255 -2.970  0.16
H 2.163 2.427 -3.813  0.11
H 2.433 2.135 -2.052  0.15
H 2.437 -0.580 -3.093  0.13
H 3.843 0.436 -2.520  0.12
C -4.433 -0.727 5.544  -0.22
C -5.362 -1.512 4.615  -0.21
C -4.872 -1.294 3.183  -0.22
S -3.115 -0.983 3.298  0.64
O -2.858 0.374 2.868  -0.43
O -2.391 -2.111 2.744  -0.35
C -3.018 -1.048 5.078  -0.23
H -4.581 -0.998 6.590  0.12
H -4.627 0.345 5.441  0.12
H -5.312 -2.576 4.862  0.12
H -6.402 -1.200 4.726  0.12
H -5.044 -2.172 2.561  0.08
H -5.340 -0.420 2.728  0.11
H -2.275 -0.336 5.437  0.11
H -2.731 -2.064 5.359  0.11
C 7.036 -1.761 -1.539  -0.22
C 8.441 -1.349 -1.095  -0.20
C 8.366 0.105 -0.623  -0.21
S 6.694 0.355 -0.036  0.66
O 6.037 1.311 -0.903  -0.34
O 6.710 0.505 1.399  -0.32
C 6.097 -1.278 -0.440  -0.24
H 6.957 -2.839 -1.687  0.12
H 6.788 -1.270 -2.486  0.12
H 8.764 -1.987 -0.267  0.12
H 9.169 -1.464 -1.900  0.12
H 9.067 0.302 0.188  0.08
H 8.543 0.802 -1.444  0.11
H 5.056 -1.226 -0.756  0.09
H 6.189 -1.896 0.455  0.12
C -9.009 -4.709 0.384  -0.22
C -8.257 -6.038 0.476  -0.21
C -7.549 -6.072 1.833  -0.22
S -8.529 -5.055 2.934  0.67
O -7.747 -3.901 3.312  -0.33
O -9.178 -5.898 3.911  -0.32
C -9.732 -4.549 1.716  -0.23
H -9.707 -4.695 -0.455  0.12
H -8.295 -3.890 0.244  0.11
H -8.970 -6.866 0.412  0.12
H -7.544 -6.157 -0.343  0.12
H -7.492 -7.084 2.233  0.10
H -6.550 -5.639 1.774  0.10
H -10.051 -3.526 1.912  0.11
H -10.583 -5.229 1.786  0.11
C 10.378 2.835 3.695  -0.22
C 11.770 2.201 3.620  -0.22
C 11.634 0.743 4.068  -0.22
S 9.959 0.252 3.670  0.67
O 9.252 -0.009 4.901  -0.31
O 9.987 -0.700 2.580  -0.34
C 9.433 1.836 3.040  -0.24
H 10.347 3.804 3.194  0.12
H 10.097 2.985 4.742  0.12
H 12.132 2.237 2.588  0.12
H 12.492 2.737 4.239  0.12
H 12.335 0.094 3.543  0.10
H 11.768 0.641 5.145  0.11
H 8.386 2.006 3.290  0.11
H 9.563 1.824 1.956  0.09

## Properties
electronic energy: -5580.0482 Ha
net charge: +1
LUMO: -2.6 eV



Entry 2:
Computed, not measured: a 6-piece molecular cluster, C32H63F2N4O7 overall, with ωB97M-V/def2-TZVPD.

Each line ends with the Löwdin charge.
Element x y z (Å)
C -3.970 2.976 -2.192  -0.11
C -2.449 3.069 -2.077  -0.23
C -1.807 1.814 -1.482  -0.19
N -1.744 1.905 -0.010  0.00
N -0.644 1.269 0.556  0.12
C -0.576 -0.028 0.653  -0.32
N 0.518 -0.648 1.189  0.13
C 0.402 -2.085 0.917  -0.06
C -0.808 -2.180 -0.051  -0.33
C -0.313 -2.115 -1.538  -0.10
C 0.954 -1.298 -1.859  -0.13
C 2.269 -2.095 -1.851  -0.16
O 3.197 -1.551 -0.897  -0.05
C 3.810 -0.405 -1.302  -0.52
C 3.801 0.672 -0.253  0.02
O 4.321 -0.277 -2.386  0.12
C -1.676 -3.446 0.056  -0.08
C -0.959 -4.658 0.642  -0.37
C -1.857 -5.896 0.691  -0.01
F 0.176 -4.911 -0.123  0.00
N -1.539 -0.895 0.183  0.05
C -2.780 -0.819 0.972  -0.08
C -2.688 -1.397 2.387  -0.34
C -2.175 -0.413 3.440  0.00
F -3.987 -1.795 2.714  -0.02
H -4.372 3.813 -2.758  0.07
H -4.245 2.075 -2.738  0.07
H -4.443 2.934 -1.209  0.08
H -2.031 3.186 -3.080  0.11
H -2.135 3.953 -1.513  0.11
H -0.789 1.693 -1.871  0.12
H -2.391 0.935 -1.758  0.11
H -1.780 2.858 0.321  0.13
H 0.168 1.825 0.845  0.13
H 0.765 -0.363 2.125  0.16
H 1.312 -2.498 0.493  0.12
H 0.260 -2.604 1.870  0.12
H -0.150 -3.137 -1.888  0.12
H -1.134 -1.709 -2.132  0.12
H 0.831 -0.886 -2.864  0.12
H 1.073 -0.434 -1.209  0.10
H 2.716 -2.110 -2.845  0.12
H 2.117 -3.134 -1.555  0.13
H 4.554 0.460 0.509  0.10
H 2.831 0.717 0.235  0.06
H 4.019 1.631 -0.716  0.09
H -2.577 -3.314 0.654  0.11
H -2.009 -3.730 -0.946  0.14
H -0.649 -4.420 1.663  0.13
H -1.438 -6.678 0.060  0.09
H -2.851 -5.670 0.299  0.08
H -1.986 -6.257 1.708  0.08
H -3.565 -1.348 0.430  0.14
H -3.097 0.222 1.034  0.12
H -2.087 -2.307 2.424  0.12
H -1.337 -0.843 3.994  0.08
H -1.822 0.520 2.998  0.07
H -2.951 -0.195 4.171  0.08
C 5.668 -3.126 -2.022  -0.03
C 6.601 -4.293 -2.252  -0.50
O 6.662 -5.214 -1.473  0.07
C 7.448 -4.248 -3.500  -0.02
H 5.122 -3.283 -1.095  0.08
H 6.237 -2.198 -1.954  0.08
H 4.963 -3.037 -2.848  0.08
H 8.082 -3.360 -3.492  0.08
H 6.811 -4.200 -4.385  0.09
H 8.072 -5.137 -3.552  0.08
C 3.181 4.772 0.151  0.00
C 2.789 3.539 0.911  -0.49
O 1.734 2.971 0.670  0.01
C 3.736 3.056 1.960  -0.02
H 2.422 5.015 -0.589  0.09
H 3.299 5.608 0.841  0.10
H 4.139 4.608 -0.348  0.09
H 3.873 3.832 2.716  0.10
H 4.712 2.835 1.514  0.05
H 3.346 2.158 2.437  0.09
C -8.594 3.546 -3.524  -0.02
C -7.379 3.253 -4.368  -0.49
O -6.440 2.624 -3.934  0.05
C -7.392 3.784 -5.780  -0.02
H -8.468 3.115 -2.534  0.08
H -8.739 4.624 -3.436  0.09
H -9.485 3.124 -3.992  0.09
H -7.494 4.870 -5.771  0.09
H -8.241 3.370 -6.327  0.09
H -6.469 3.510 -6.285  0.08
C 7.678 1.293 -0.764  -0.01
C 7.693 2.276 0.377  -0.48
O 6.667 2.650 0.909  0.04
C 9.037 2.776 0.830  -0.01
H 6.655 1.009 -1.006  0.06
H 8.143 1.739 -1.644  0.09
H 8.250 0.403 -0.494  0.09
H 9.546 3.273 0.002  0.09
H 9.656 1.938 1.152  0.09
H 8.915 3.475 1.653  0.08
C -5.675 -1.107 5.522  -0.03
C -6.092 -0.098 6.567  -0.50
O -5.711 1.048 6.512  0.07
C -6.995 -0.589 7.670  -0.02
H -5.042 -0.618 4.789  0.05
H -5.131 -1.932 5.985  0.09
H -6.549 -1.518 5.016  0.09
H -6.510 -1.398 8.220  0.09
H -7.924 -0.976 7.250  0.09
H -7.218 0.228 8.352  0.08

## Properties
electronic energy: -2202.3015 Ha
net charge: +1
LUMO: -2.2 eV



Entry 3:
Computed, not measured: C32H64AsIKN5O6SSi as an isolated structure, with ωB97M-V/def2-TZVPD.

Each line ends with the Löwdin charge.
Element x y z (Å)
K -0.666 -0.501 -1.154  0.74
C -0.418 -0.465 6.058  -0.09
C -0.175 0.501 4.902  -0.29
N 0.941 0.121 4.053  -0.15
C 2.254 0.664 4.377  -0.23
C 3.105 -0.259 5.244  -0.08
C 0.791 -0.747 3.003  -0.75
S -0.758 -1.345 2.631  0.63
N 1.974 -1.094 2.450  0.08
C 2.101 -1.529 1.193  -0.51
O 1.251 -1.562 0.295  -0.14
C 3.512 -1.964 0.841  -0.13
C 3.798 -2.318 -0.472  -0.03
C 5.077 -2.717 -0.836  -0.09
C 6.085 -2.768 0.117  -0.11
C 5.807 -2.414 1.431  -0.10
C 4.529 -2.011 1.789  -0.03
H -1.300 -0.158 6.627  0.07
H 0.433 -0.500 6.740  0.05
H -0.596 -1.464 5.661  0.05
H 0.026 1.506 5.280  0.10
H -1.069 0.543 4.282  0.06
H 2.091 1.614 4.893  0.11
H 2.779 0.875 3.447  0.11
H 2.637 -0.439 6.214  0.05
H 4.089 0.183 5.417  0.07
H 3.232 -1.216 4.740  0.05
H 2.998 -2.269 -1.200  0.10
H 5.286 -2.985 -1.864  0.10
H 7.085 -3.078 -0.165  0.09
H 6.592 -2.449 2.178  0.09
H 4.297 -1.718 2.804  0.09
C 3.247 1.732 -2.389  -0.03
C 2.486 2.481 -1.297  -0.65
C 2.777 3.978 -1.389  -0.03
C 2.886 1.932 0.072  -0.01
O 1.112 2.223 -1.540  -0.12
Si -0.277 2.934 -0.945  -0.02
O -1.469 1.935 -1.065  -0.37
O -0.496 4.394 -1.740  -0.12
C -1.236 4.561 -2.942  -0.66
C -2.729 4.508 -2.625  -0.03
C -0.855 5.936 -3.481  -0.04
C -0.875 3.481 -3.961  -0.03
O 0.198 3.442 0.568  -0.12
C -0.574 4.023 1.603  -0.65
C -1.974 3.416 1.672  -0.03
C -0.657 5.531 1.369  -0.03
C 0.184 3.723 2.893  -0.03
H 4.325 1.871 -2.280  0.08
H 2.938 2.092 -3.372  0.08
H 3.026 0.665 -2.325  0.08
H 3.844 4.168 -1.247  0.08
H 2.216 4.518 -0.625  0.08
H 2.476 4.359 -2.366  0.08
H 3.965 2.025 0.223  0.09
H 2.618 0.877 0.134  0.07
H 2.361 2.466 0.862  0.07
H -2.978 5.285 -1.898  0.08
H -2.967 3.536 -2.192  0.06
H -3.326 4.666 -3.527  0.08
H -1.096 6.703 -2.742  0.08
H -1.392 6.156 -4.406  0.08
H 0.219 5.974 -3.677  0.08
H -1.136 2.497 -3.568  0.08
H 0.197 3.499 -4.166  0.08
H -1.419 3.637 -4.896  0.08
H -2.532 3.619 0.757  0.08
H -2.518 3.833 2.524  0.08
H -1.908 2.333 1.780  0.09
H -1.122 5.728 0.403  0.07
H 0.348 5.960 1.358  0.08
H -1.238 6.016 2.158  0.08
H 0.264 2.643 3.023  0.07
H -0.326 4.151 3.761  0.08
H 1.193 4.138 2.835  0.08
C -0.129 -4.680 1.056  -0.09
N -0.193 -5.272 -0.269  -0.16
C 1.032 -5.038 -1.023  -0.06
C -1.416 -5.160 -0.925  -0.47
N -2.470 -4.602 -0.465  0.17
N -1.436 -5.758 -2.191  -0.19
C -2.582 -5.421 -3.017  -0.08
C -1.076 -7.160 -2.245  -0.09
H 0.787 -5.014 1.549  0.09
H -0.977 -4.996 1.662  0.08
H -0.100 -3.588 0.998  0.03
H 1.345 -3.992 -0.928  0.07
H 0.874 -5.263 -2.074  0.08
H 1.836 -5.669 -0.635  0.08
H -2.262 -4.079 0.379  0.02
H -2.715 -4.341 -3.023  0.06
H -3.507 -5.889 -2.659  0.08
H -2.382 -5.759 -4.036  0.08
H -0.207 -7.357 -1.621  0.07
H -0.838 -7.434 -3.275  0.08
H -1.901 -7.805 -1.904  0.09
I -6.543 -2.061 -5.490  -0.79
C -3.566 -0.811 -0.042  -0.24
As -3.864 -1.293 -1.899  0.95
C -5.231 -2.647 -1.819  -0.24
C -4.557 0.304 -2.710  -0.21
O -2.446 -1.788 -2.595  -0.62
H -4.537 -0.578 0.399  0.04
H -2.928 0.069 0.053  -0.01
H -3.130 -1.657 0.488  0.01
H -6.190 -2.219 -2.104  0.00
H -5.249 -3.067 -0.814  0.02
H -4.979 -3.417 -2.541  0.01
H -5.605 0.435 -2.449  0.03
H -4.479 0.185 -3.789  0.01
H -3.947 1.137 -2.357  0.02

## Properties
electronic energy: -5804.4355 Ha
net charge: -2
LUMO: 3.8 eV



Entry 4:
Computed, not measured: C32H64AsIKN5O6SSi as an isolated structure, with ωB97M-V/def2-TZVPD.

Each line ends with the Löwdin charge.
Element x y z (Å)
K 0.298 -0.525 -0.281  0.74
C -6.167 0.886 2.841  -0.09
C -5.091 -0.193 2.903  -0.29
N -4.929 -0.926 1.659  -0.14
C -5.719 -2.136 1.474  -0.22
C -7.007 -1.915 0.687  -0.09
C -4.093 -0.490 0.666  -0.76
S -3.180 0.925 0.911  0.63
N -4.191 -1.247 -0.451  0.08
C -3.228 -1.358 -1.373  -0.50
O -2.073 -0.915 -1.356  -0.14
C -3.639 -2.192 -2.572  -0.13
C -2.694 -2.470 -3.553  -0.03
C -3.027 -3.241 -4.657  -0.09
C -4.316 -3.739 -4.794  -0.11
C -5.266 -3.463 -3.818  -0.10
C -4.927 -2.696 -2.713  -0.03
H -6.205 1.436 3.785  0.07
H -7.154 0.460 2.655  0.05
H -5.927 1.588 2.043  0.05
H -5.325 -0.920 3.685  0.10
H -4.136 0.271 3.145  0.06
H -5.953 -2.523 2.469  0.11
H -5.105 -2.876 0.965  0.11
H -7.673 -1.220 1.200  0.05
H -7.537 -2.861 0.554  0.07
H -6.767 -1.504 -0.294  0.05
H -1.695 -2.074 -3.426  0.11
H -2.279 -3.455 -5.411  0.09
H -4.578 -4.342 -5.655  0.09
H -6.273 -3.852 -3.917  0.09
H -5.649 -2.483 -1.935  0.09
C -0.022 -5.129 -1.153  -0.03
C -0.423 -4.784 0.279  -0.65
C -0.179 -5.982 1.195  -0.03
C -1.892 -4.364 0.311  -0.01
O 0.401 -3.692 0.656  -0.12
Si 0.705 -2.986 2.137  -0.02
O 1.146 -1.502 1.938  -0.37
O 1.814 -3.942 2.953  -0.12
C 3.225 -3.813 2.860  -0.66
C 3.675 -2.579 3.638  -0.03
C 3.805 -5.078 3.487  -0.04
C 3.664 -3.704 1.400  -0.03
O -0.692 -3.298 2.986  -0.12
C -1.061 -2.881 4.289  -0.65
C -0.527 -1.487 4.610  -0.03
C -0.530 -3.900 5.297  -0.03
C -2.586 -2.867 4.298  -0.03
H -0.615 -5.964 -1.535  0.08
H 1.036 -5.396 -1.190  0.08
H -0.185 -4.265 -1.799  0.08
H -0.784 -6.835 0.875  0.08
H -0.438 -5.728 2.223  0.07
H 0.875 -6.265 1.168  0.08
H -2.527 -5.160 -0.088  0.09
H -2.030 -3.472 -0.301  0.07
H -2.198 -4.131 1.330  0.07
H 3.354 -2.665 4.680  0.08
H 3.211 -1.693 3.205  0.06
H 4.763 -2.477 3.613  0.08
H 3.475 -5.160 4.525  0.08
H 4.897 -5.060 3.465  0.08
H 3.453 -5.957 2.944  0.08
H 3.227 -2.813 0.945  0.08
H 3.329 -4.579 0.839  0.08
H 4.752 -3.630 1.330  0.08
H 0.564 -1.478 4.611  0.08
H -0.889 -1.168 5.591  0.08
H -0.857 -0.775 3.852  0.09
H 0.555 -3.969 5.212  0.07
H -0.952 -4.885 5.088  0.08
H -0.796 -3.612 6.318  0.08
H -2.945 -2.156 3.552  0.07
H -2.974 -2.582 5.279  0.08
H -2.967 -3.858 4.040  0.08
C -2.612 2.339 -2.537  -0.09
N -1.467 2.481 -3.416  -0.16
C -1.264 1.308 -4.256  -0.06
C -0.367 3.110 -2.837  -0.46
N -0.307 3.557 -1.642  0.17
N 0.741 3.247 -3.680  -0.18
C 1.973 3.623 -3.005  -0.10
C 0.521 3.960 -4.923  -0.09
H -3.494 2.042 -3.110  0.09
H -2.828 3.283 -2.038  0.08
H -2.403 1.569 -1.794  0.04
H -1.367 0.390 -3.663  0.07
H -0.272 1.330 -4.697  0.08
H -2.014 1.282 -5.052  0.08
H -1.103 3.241 -1.098  0.02
H 2.122 2.982 -2.135  0.01
H 1.962 4.667 -2.666  0.08
H 2.803 3.482 -3.699  0.09
H -0.407 3.637 -5.390  0.07
H 1.347 3.760 -5.608  0.08
H 0.467 5.048 -4.762  0.09
I 6.286 3.690 -0.575  -0.75
C 0.620 2.044 1.442  -0.23
As 2.248 2.147 0.384  0.96
C 2.488 4.038 0.108  -0.25
C 3.613 1.453 1.543  -0.21
O 2.076 1.266 -1.005  -0.61
H 0.748 2.709 2.299  0.04
H 0.430 1.037 1.818  0.00
H -0.224 2.393 0.847  0.01
H 3.292 4.405 0.743  0.00
H 1.544 4.543 0.304  0.03
H 2.783 4.184 -0.930  -0.02
H 3.928 2.216 2.253  0.03
H 4.464 1.179 0.923  0.01
H 3.193 0.582 2.049  0.02

## Properties
electronic energy: -5804.4267 Ha
net charge: -2
LUMO: 3.8 eV



no.,maximum force (eV/A)
1,5.5
2,0.9
3,0.4
4,0.7